DFT (ωB97M-V with the def2-TZVPD basis set) results for an isolated molecule of C17H25F3N4O3.

* structure (SMILES): CCCNC(=O)[C@H](c1n[nH]cc1C)N1CC[C@@H](C(F)(F)F)C[C@H]1C(=O)OC
* ΔE to the lowest compared entry with this formula, charge and spin: 0.370 eV
* gap between HOMO and LUMO: 9.3 eV
* strongest force on any atom: 0.3 eV/Å
* DFT total energy: -38291.59112 eV

Geometry as ORCA input:
```
! RIJCOSX wB97M-V def2-TZVPD def2/J DEFGRID3
* xyz 0 1
C -2.66886 3.35698 -1.73001
C -3.68905 2.54561 -0.94216
C -3.59252 1.04940 -1.22011
N -2.33612 0.46777 -0.77808
C -1.36391 0.08816 -1.63809
O -1.41754 0.25493 -2.84043
C -0.12734 -0.59426 -1.02437
C -0.16127 -2.06823 -1.30639
N -1.29766 -2.73290 -1.42632
N -0.92473 -4.00123 -1.62434
C 0.41958 -4.15767 -1.63128
C 0.96501 -2.91588 -1.42271
C 2.40222 -2.51359 -1.35207
N 0.19924 -0.37745 0.38351
C -0.56092 -1.06670 1.40753
C 0.29908 -1.29462 2.64249
C 0.80247 0.05123 3.15854
C 1.68858 -0.11616 4.36959
F 2.79550 -0.83418 4.09875
F 2.10044 1.07053 4.85582
F 1.04681 -0.74792 5.37117
C 1.52791 0.81283 2.05211
C 0.62806 0.94311 0.82450
C 1.30804 1.69036 -0.31329
O 0.72609 2.39780 -1.09133
O 2.61641 1.42034 -0.39542
C 3.28691 2.02770 -1.50987
H -2.75666 4.42083 -1.50494
H -1.65081 3.04466 -1.49811
H -2.81647 3.22237 -2.80287
H -3.56167 2.71949 0.13179
H -4.70415 2.86993 -1.18800
H -4.41042 0.51630 -0.73026
H -3.66290 0.86015 -2.29098
H -2.22261 0.25263 0.19524
H 0.69964 -0.19136 -1.61392
H -1.62835 -4.70211 -1.76845
H 0.87742 -5.12041 -1.78756
H 3.05296 -3.38473 -1.28511
H 2.69785 -1.94474 -2.23665
H 2.58472 -1.88224 -0.48062
H -1.45185 -0.49224 1.72890
H -0.91699 -2.01335 1.00706
H -0.28087 -1.80593 3.41186
H 1.14674 -1.92936 2.37418
H -0.05274 0.64223 3.50567
H 1.82030 1.80500 2.40014
H 2.43249 0.27486 1.76708
H -0.24337 1.56944 1.08197
H 4.31889 1.69831 -1.44575
H 2.83306 1.70232 -2.44449
H 3.22335 3.11198 -1.44393
*
```